[1]
A 5-piece molecular cluster, C34H75FN6O13S overall. Source: the OMol25 dataset; level of theory: ωB97M-V with the def2-TZVPD basis set.

CARTESIAN COORDINATES (ANGSTROEM)
C1 -0.741 -0.630 0.814
C2 -0.988 -1.976 0.644
C3 -0.350 -2.938 1.701
O1 0.764 -3.394 1.584
O2 -1.157 -3.276 2.781
C4 -0.848 -2.489 3.953
C5 -2.129 -1.628 4.299
C6 -1.762 -0.379 5.194
C7 -1.505 0.867 4.216
C8 0.043 1.195 4.233
C9 0.404 2.531 5.020
N1 1.422 3.335 4.295
N2 1.484 4.651 4.840
C10 1.232 5.487 3.929
O3 1.084 6.048 2.923
S1 2.950 2.597 4.288
O4 3.450 2.304 5.613
O5 3.017 1.448 3.418
F1 3.921 3.726 3.612
H1 0.316 -0.292 0.923
H2 -1.566 0.121 0.810
H3 -1.581 -2.410 -0.201
H4 -0.709 -3.200 4.815
H5 0.080 -1.870 3.851
H6 -2.593 -1.331 3.323
H7 -2.892 -2.232 4.851
H8 -0.866 -0.578 5.847
H9 -2.588 -0.120 5.915
H10 -1.756 0.615 3.153
H11 -2.117 1.753 4.542
H12 0.413 1.353 3.182
H13 0.676 0.384 4.679
H14 0.685 2.281 6.075
H15 -0.538 3.144 5.027
C11 -0.212 -2.238 -5.879
O6 1.144 -2.000 -5.527
C12 1.693 -0.838 -6.143
C13 1.962 0.243 -5.105
N3 0.715 0.799 -4.584
C14 0.891 1.641 -3.401
C15 1.441 0.984 -2.131
O7 0.559 0.039 -1.543
C16 0.647 -1.267 -2.099
H16 -0.493 -3.215 -5.487
H17 -0.870 -1.486 -5.428
H18 -0.342 -2.246 -6.960
H19 1.058 -0.466 -6.953
H20 2.647 -1.140 -6.585
H21 2.548 1.045 -5.566
H22 2.564 -0.209 -4.308
H23 0.093 0.037 -4.341
H24 -0.097 2.049 -3.162
H25 1.526 2.493 -3.668
H26 1.560 1.779 -1.387
H27 2.438 0.555 -2.272
H28 1.656 -1.504 -2.441
H29 -0.072 -1.384 -2.913
H30 0.374 -1.980 -1.322
C17 -4.568 -6.949 -8.692
O8 -3.672 -7.024 -9.788
C18 -4.093 -6.261 -10.918
C19 -3.166 -5.073 -11.141
N4 -3.325 -4.073 -10.089
C20 -2.287 -3.041 -10.090
C21 -0.843 -3.482 -9.824
O9 -0.615 -3.957 -8.504
C22 -0.929 -5.328 -8.304
H31 -4.243 -7.673 -7.944
H32 -4.549 -5.954 -8.235
H33 -5.587 -7.197 -8.998
H34 -5.136 -5.943 -10.831
H35 -4.022 -6.923 -11.786
H36 -3.395 -4.617 -12.109
H37 -2.140 -5.459 -11.176
H38 -3.310 -4.536 -9.188
H39 -2.563 -2.322 -9.312
H40 -2.327 -2.503 -11.043
H41 -0.212 -2.594 -9.929
H42 -0.476 -4.199 -10.567
H43 -0.754 -5.929 -9.199
H44 -1.960 -5.438 -7.964
H45 -0.284 -5.703 -7.507
C23 -0.586 4.416 -0.833
O10 -1.737 3.949 -0.149
C24 -2.296 4.911 0.744
C25 -3.648 5.392 0.236
N5 -3.502 6.214 -0.962
C26 -4.764 6.484 -1.653
C27 -5.525 5.290 -2.239
O11 -4.862 4.657 -3.324
C28 -3.899 3.685 -2.950
H46 -0.151 3.572 -1.369
H47 -0.851 5.185 -1.565
H48 0.157 4.807 -0.134
H49 -1.614 5.749 0.922
H50 -2.446 4.400 1.701
H51 -4.137 5.981 1.019
H52 -4.261 4.504 0.041
H53 -2.881 5.745 -1.609
H54 -4.526 7.164 -2.477
H55 -5.426 7.033 -0.975
H56 -6.461 5.678 -2.652
H57 -5.814 4.558 -1.477
H58 -4.167 3.167 -2.025
H59 -2.911 4.141 -2.859
H60 -3.841 2.947 -3.752
C29 3.776 1.950 11.018
O12 3.425 0.992 10.034
C30 4.004 1.254 8.755
C31 5.046 0.199 8.411
N6 6.232 0.329 9.255
C32 7.151 -0.806 9.165
C33 6.642 -2.175 9.629
O13 6.397 -2.260 11.026
C34 5.119 -1.798 11.435
H61 3.175 1.754 11.906
H62 4.832 1.863 11.293
H63 3.566 2.966 10.672
H64 4.422 2.263 8.692
H65 3.192 1.189 8.025
H66 5.336 0.311 7.362
H67 4.573 -0.783 8.534
H68 5.940 0.425 10.220
H69 8.021 -0.550 9.778
H70 7.508 -0.888 8.133
H71 7.438 -2.898 9.426
H72 5.772 -2.518 9.058
H73 4.351 -1.973 10.678
H74 5.162 -0.738 11.698
H75 4.841 -2.344 12.338

Properties
Kohn-Sham gap: 7.967 eV
spin multiplicity: 1
SMILES string: C=CC(=O)OCCCCCCN(N=C=O)S(=O)(=O)F.COCCNCCOC.COCCNCCOC.COCCNCCOC.COCCNCCOC
E_tot: -85573.1772 eV

***

[2]
A 7-piece molecular cluster, C34H77N3O4 overall. Source: the OMol25 dataset; level of theory: ωB97M-V with the def2-TZVPD basis set.

CARTESIAN COORDINATES (ANGSTROEM)
C1 -1.484 2.418 1.075
C2 -0.878 2.223 -0.315
N1 0.191 1.221 -0.254
C3 -0.267 -0.085 0.196
C4 -0.997 -0.866 -0.870
C5 1.005 1.159 -1.470
C6 2.415 0.578 -1.213
H1 -1.970 3.364 1.316
H2 -0.649 2.449 1.775
H3 -2.192 1.630 1.328
H4 -1.712 1.957 -0.963
H5 -0.651 3.257 -0.576
H6 0.627 -0.612 0.530
H7 -0.816 0.051 1.127
H8 -1.632 -1.604 -0.380
H9 -1.692 -0.302 -1.491
H10 -0.373 -1.319 -1.641
H11 1.005 2.157 -1.908
H12 0.506 0.586 -2.252
H13 2.997 1.310 -0.654
H14 2.889 0.558 -2.194
H15 2.378 -0.441 -0.828
C7 2.826 -0.307 1.045
C8 2.852 -0.634 2.606
N2 1.530 -0.444 3.275
C9 0.531 -1.440 2.918
C10 -0.259 -1.870 4.097
C11 0.920 0.879 3.104
C12 1.738 1.980 3.759
H16 2.276 -1.135 0.597
H17 3.876 -0.373 0.759
H18 2.534 0.689 0.713
H19 3.229 -1.623 2.866
H20 3.590 -0.028 3.131
H21 -0.204 -1.031 2.224
H22 1.083 -2.332 2.624
H23 0.020 -1.506 5.086
H24 -1.301 -1.710 3.821
H25 -0.138 -2.943 4.244
H26 -0.072 0.874 3.555
H27 0.857 1.146 2.049
H28 1.761 1.661 4.801
H29 1.172 2.897 3.593
H30 2.763 2.086 3.402
C13 2.209 -2.533 -0.347
C14 2.812 -3.158 -1.648
N3 3.985 -4.031 -1.392
C15 5.011 -3.942 -2.385
C16 5.836 -2.670 -2.359
C17 3.349 -5.353 -1.293
C18 4.118 -6.332 -0.431
H31 2.908 -2.058 0.341
H32 1.674 -3.275 0.245
H33 1.495 -1.751 -0.604
H34 1.983 -3.584 -2.214
H35 3.152 -2.350 -2.296
H36 5.663 -4.799 -2.216
H37 4.558 -4.188 -3.345
H38 6.060 -2.274 -1.368
H39 6.816 -2.834 -2.808
H40 5.315 -1.891 -2.915
H41 3.010 -5.692 -2.272
H42 2.431 -5.291 -0.709
H43 3.807 -6.174 0.602
H44 5.192 -6.420 -0.591
H45 3.663 -7.259 -0.781
C19 -1.186 2.196 -5.073
C20 -1.205 1.732 -3.684
C21 -0.922 0.246 -3.763
O1 0.048 0.209 -4.858
C22 -0.077 1.352 -5.735
H46 -0.964 3.260 -5.144
H47 -2.160 2.047 -5.540
H48 -2.183 1.946 -3.254
H49 -0.447 2.200 -3.054
H50 -1.883 -0.200 -4.020
H51 -0.647 -0.292 -2.856
H52 -0.438 1.158 -6.745
H53 0.878 1.874 -5.793
C23 -3.003 -2.807 -0.789
C24 -3.556 -3.709 -1.762
C25 -3.546 -5.010 -1.034
O2 -3.208 -4.698 0.286
C26 -3.357 -3.304 0.604
H54 -3.460 -1.826 -0.917
H55 -1.920 -2.704 -0.855
H56 -2.910 -3.644 -2.637
H57 -4.587 -3.392 -1.923
H58 -2.664 -5.492 -1.453
H59 -4.520 -5.454 -1.240
H60 -2.692 -2.901 1.368
H61 -4.412 -3.189 0.853
C27 -2.235 3.098 3.388
C28 -0.882 2.667 3.981
C29 -0.319 4.010 4.510
O3 -0.941 5.050 3.749
C30 -1.825 4.411 2.750
H62 -3.023 3.259 4.123
H63 -2.672 2.410 2.664
H64 -0.297 2.358 3.115
H65 -0.962 1.773 4.600
H66 0.759 4.075 4.368
H67 -0.665 3.941 5.542
H68 -1.316 4.172 1.817
H69 -2.621 5.115 2.505
C31 -3.181 5.118 0.542
C32 -4.440 4.588 -0.069
C33 -3.827 3.328 -0.599
O4 -2.639 3.727 -1.273
C34 -2.035 4.806 -0.431
H70 -2.941 4.573 1.455
H71 -3.160 6.185 0.766
H72 -4.736 5.272 -0.865
H73 -5.219 4.284 0.630
H74 -4.456 2.830 -1.336
H75 -3.746 2.532 0.142
H76 -1.770 5.691 -1.008
H77 -1.162 4.464 0.125

Properties
Kohn-Sham gap: 8.123 eV
spin multiplicity: 1
energy relative to the best compared isomer or geometry (same formula, charge and spin): 10.827 eV
SMILES string: CCN(CC)CC.CCN(CC)CC.CCN(CC)CC.C1CCOC1.C1CCOC1.C1CCOC1.C1CCOC1
E_tot: -49149.4761 eV

***

Summary of max |F| in eV Å⁻¹
3.6 4.6
(order as listed above)